No. 1
84
Properties=species:S:1:pos:R:3:forces:R:3 method="wB97M-V/def2-TZVPD" e_tot_ha=-3316.34577 e_homo_ev="-17.10 / -17.10" gap_ev="8.54 / 8.58" max_force_ev_per_a=2.9 multiplicity=4 e_above_lowest_kcal_mol=0.0 charge=+3
Er 0.8533 -1.1461 1.4364 0.948 -0.749 -0.246
C 1.8118 -3.1359 3.6821 0.989 1.285 0.254
N 0.4965 -2.8646 3.1292 -0.709 -1.005 -1.430
C -0.4785 -2.6664 4.2111 -0.002 -0.235 -0.005
C 0.0866 -4.1007 2.3623 -0.375 -0.255 0.335
C 0.8941 -4.2241 1.0924 0.683 1.770 0.852
N 0.5578 -3.1267 0.1362 -0.828 -0.182 0.308
C -0.8034 -3.3816 -0.4047 -0.788 -0.205 1.048
C 1.4865 -3.1076 -1.0052 0.216 1.440 0.291
H 2.0056 -4.1527 3.9030 -0.020 -1.237 0.051
H 1.9512 -2.6091 4.5973 -0.166 0.496 0.891
H 2.6293 -2.7535 3.0790 0.114 -0.139 -0.545
H -0.3975 -3.5819 4.8726 -0.771 1.169 -0.441
H -1.4753 -2.4774 3.7219 0.770 -0.498 0.979
H -0.1255 -1.7695 4.7252 -0.468 -0.196 0.447
H -1.0089 -4.0574 2.1487 0.856 -0.068 0.254
H 0.2864 -5.0102 2.9880 -0.349 0.768 -0.358
H 0.8610 -5.2374 0.7911 -0.405 -0.976 -1.306
H 1.9420 -4.0331 1.3116 0.291 -0.242 0.264
H -0.8072 -4.4450 -0.6554 -0.526 0.089 -0.246
H -1.0516 -2.7816 -1.2664 0.331 0.167 -0.314
H -1.6140 -3.1738 0.3481 0.816 -0.316 -0.560
H 1.3235 -4.0117 -1.5469 0.401 -0.561 -0.799
H 2.4966 -2.9287 -0.6380 0.030 -0.748 -0.117
H 1.2944 -2.1966 -1.6063 -0.277 -0.732 -0.015
C -4.2704 2.3950 -4.2792 1.051 -0.442 -1.115
C -4.0317 3.3288 -3.1014 0.741 -0.701 -0.052
C -3.2753 4.5875 -3.5157 1.157 -1.516 -0.550
C -5.3560 3.8154 -2.5782 0.460 0.763 0.333
C -3.1597 2.5301 -2.0767 1.077 -0.360 0.349
O -3.7739 1.3507 -1.5412 -2.164 0.926 0.569
C -2.7818 3.5123 -0.9120 -1.066 0.259 -0.833
C -2.9203 3.0494 0.5423 -0.461 -0.828 -0.285
C -1.7701 2.3427 1.2178 -0.786 -1.038 0.568
C -2.0279 1.1540 1.9822 0.834 1.539 -1.291
C -0.9522 0.5866 2.6506 -2.128 -0.664 0.665
C 0.2655 1.1629 2.6452 2.545 1.467 0.237
Cl 1.6247 0.4123 3.5536 -0.443 0.071 -0.033
C 0.5527 2.3460 1.9862 -0.763 0.220 -1.140
C -0.4893 2.9238 1.2420 -0.005 -0.723 0.340
C -1.9619 1.8336 -2.8166 0.644 1.005 0.708
N -1.0258 1.1589 -1.8564 -0.660 0.198 -0.519
C -1.2016 0.1868 -0.9722 -1.494 0.263 0.122
N -0.0299 -0.1629 -0.4377 0.521 1.259 -0.594
C 0.8592 0.7161 -1.0809 -0.740 -0.330 -0.147
N 0.2530 1.4930 -1.9609 1.693 -0.538 1.189
H -5.0178 2.7583 -4.9733 -0.337 0.191 0.078
H -4.5707 1.3915 -3.9373 0.040 0.340 -0.210
H -3.3468 2.3021 -4.9256 -0.842 -0.042 0.720
H -3.6739 4.7828 -4.4901 0.001 0.959 -0.494
H -2.2006 4.3807 -3.6113 -0.161 0.094 -0.346
H -3.3302 5.3911 -2.8215 -0.523 0.789 0.329
H -5.8470 4.3545 -3.3881 -0.097 -0.038 0.053
H -5.1821 4.5514 -1.7748 -0.616 -0.416 -0.129
H -5.9838 3.0041 -2.2979 -0.843 -0.562 0.519
H -4.6815 1.6484 -1.2530 1.104 -0.803 -0.359
H -3.5846 4.2761 -1.0119 0.870 -0.291 0.349
H -1.8629 4.0407 -1.1693 0.179 -0.097 0.342
H -3.9094 2.5149 0.6901 1.335 0.396 -0.134
H -3.0151 3.9514 1.1028 -0.235 0.868 0.559
H -3.0307 0.7277 2.0320 0.313 0.132 0.038
H -1.1653 -0.1511 3.3867 -0.084 -0.906 0.437
H 1.5330 2.7960 1.9564 0.111 -0.022 0.277
H -0.3057 3.8340 0.6811 0.001 -0.026 0.099
H -1.2631 2.5149 -3.3734 -1.003 -0.706 0.404
H -2.3529 1.0307 -3.4213 -0.090 0.086 -0.384
H -2.2387 -0.0947 -0.7032 1.010 -0.207 -0.242
H 1.9251 0.7164 -0.8515 -0.354 0.121 -0.362
C 6.8628 -2.0051 1.5688 -0.394 0.304 1.576
C 5.4687 -2.2987 1.0504 0.055 1.053 0.251
S 4.4035 -0.8427 1.2722 0.583 -0.377 0.005
O 2.9961 -1.3788 0.8741 -1.187 0.376 0.291
C 4.8287 0.1998 -0.1394 0.162 0.444 -0.791
C 4.7059 -0.4194 -1.5577 0.462 -1.449 0.290
H 7.5042 -2.8365 1.3325 0.286 -0.299 0.026
H 6.7915 -1.8817 2.6808 0.329 -0.275 -0.874
H 7.3335 -1.0986 1.2035 -0.112 0.102 -0.375
H 5.0099 -3.1477 1.5274 -0.321 -0.118 0.567
H 5.4092 -2.4815 0.0146 0.212 -0.361 -1.314
H 5.8773 0.5561 -0.0080 -0.849 -0.064 0.346
H 4.0986 1.0357 0.0107 0.892 -0.334 -0.163
H 4.9917 -1.5144 -1.5500 -0.136 1.225 -0.057
H 5.3907 0.0587 -2.2848 -0.484 -0.042 0.567
H 3.6901 -0.4172 -1.9448 -0.052 0.281 -0.005


No. 2
106
Properties=species:S:1:pos:R:3:forces:R:3 method="wB97M-V/def2-TZVPD" e_tot_ha=-5035.89673 e_homo_ev="-7.06 / -7.30" gap_ev="7.45 / 5.64" max_force_ev_per_a=1.2 multiplicity=2 e_above_lowest_kcal_mol=0.0 charge=0
Ga -0.2285 0.3072 -0.1181 -0.280 1.169 0.100
C 0.3517 -1.1992 2.8621 0.061 -0.050 -0.121
O -0.2797 -1.4514 1.6108 0.200 0.383 0.282
C -0.4709 -2.8230 1.3355 0.005 -0.050 0.039
C -0.7093 -2.9509 -0.1374 -0.104 -0.191 -0.067
O 0.4549 -2.5275 -0.7984 0.152 -0.022 -0.062
C 0.2955 -2.4881 -2.2003 -0.267 -0.140 -0.063
C 1.5774 -2.0337 -2.8195 0.286 0.183 -0.038
O 1.8616 -0.7220 -2.3790 -0.105 -0.161 0.075
C 3.2019 -0.3442 -2.5902 0.124 0.216 -0.039
H -0.2443 -1.5981 3.6822 -0.001 -0.061 -0.003
H 1.3470 -1.6514 2.8770 0.036 0.001 -0.008
H 0.4307 -0.1191 2.9730 -0.036 -0.012 -0.037
H 0.4241 -3.3908 1.6071 0.056 -0.008 0.036
H -1.3259 -3.2037 1.9019 -0.032 0.008 0.028
H -0.9333 -3.9960 -0.3813 -0.094 -0.022 -0.045
H -1.5644 -2.3288 -0.4367 -0.097 -0.027 0.001
H 0.0540 -3.4893 -2.5826 -0.051 0.021 -0.007
H -0.5173 -1.8015 -2.4697 -0.019 -0.023 0.006
H 2.3797 -2.7220 -2.5230 0.048 0.066 -0.009
H 1.4808 -2.0632 -3.9128 0.037 -0.012 -0.018
H 3.4246 -0.2496 -3.6602 0.032 -0.041 0.029
H 3.3477 0.6266 -2.1138 -0.044 -0.056 -0.089
H 3.8852 -1.0757 -2.1482 0.047 -0.023 0.011
C -1.2927 0.9855 -9.4584 -0.008 0.002 0.072
C -1.1737 1.0622 -7.9577 -0.003 -0.026 -0.022
C -0.0006 1.4803 -7.3484 0.002 0.033 -0.032
C 0.1241 1.5499 -5.9628 0.093 0.084 -0.004
C 1.4508 1.9966 -5.3772 -0.128 -0.048 -0.073
C -0.9749 1.1949 -5.1660 0.159 -0.200 0.071
Te -0.5952 1.3703 -3.0735 -0.238 -0.096 -0.110
N 0.3445 2.4169 -0.4040 0.659 -0.839 0.461
C 1.6268 2.8882 -0.6821 -0.148 0.015 0.281
O 2.0517 2.9525 -1.8186 0.047 -0.130 -0.393
C 2.5796 3.2953 0.4220 -0.200 -0.105 0.111
C 3.4167 4.3804 0.1945 0.027 0.110 0.017
C 4.3474 4.7620 1.1503 -0.033 -0.041 -0.009
C 4.4638 4.0436 2.3341 -0.013 -0.028 -0.030
C 3.6546 2.9360 2.5520 0.023 0.036 -0.027
C 2.7163 2.5657 1.5989 -0.027 -0.003 -0.004
C -2.3847 2.3624 -2.5680 0.239 0.222 -0.016
C -3.4240 1.7311 -1.8915 -0.087 0.029 -0.041
C -3.4401 0.2669 -1.5362 -0.077 0.054 -0.075
C -4.5274 2.4956 -1.5106 -0.048 -0.020 0.057
C -4.5951 3.8560 -1.7501 -0.017 0.022 0.021
C -5.7541 4.6808 -1.2522 0.079 -0.016 -0.048
C -3.5458 4.4568 -2.4411 -0.031 0.076 0.011
C -2.4368 3.7394 -2.8573 -0.077 -0.032 0.022
C -1.3283 4.4584 -3.5875 -0.017 -0.056 0.138
C -2.1665 0.7490 -5.7565 -0.005 -0.054 -0.034
C -3.3675 0.3010 -4.9633 0.133 0.007 -0.016
C -2.2405 0.6971 -7.1437 -0.013 0.052 -0.054
H -0.3713 1.3052 -9.9450 -0.019 -0.002 0.014
H -2.1053 1.6193 -9.8188 0.017 -0.006 0.002
H -1.5086 -0.0356 -9.7798 0.004 0.019 0.001
H 0.8463 1.7666 -7.9642 -0.017 -0.020 0.003
H 2.1220 2.3352 -6.1660 -0.025 -0.035 -0.041
H 1.9469 1.1774 -4.8475 -0.037 0.047 -0.007
H 1.3373 2.8057 -4.6520 -0.017 -0.040 -0.044
H 3.3263 4.9177 -0.7412 0.009 -0.006 0.032
H 4.9878 5.6164 0.9691 -0.027 -0.012 0.009
H 5.1922 4.3382 3.0804 -0.035 -0.004 -0.030
H 3.7524 2.3645 3.4672 0.006 -0.006 -0.040
H 2.1050 1.6858 1.7639 -0.077 0.040 0.033
H -2.7148 -0.3110 -2.1022 0.007 0.005 -0.021
H -4.4309 -0.1578 -1.7117 -0.011 0.012 0.047
H -3.2098 0.1338 -0.4781 0.029 -0.008 0.061
H -5.3486 2.0040 -0.9972 0.028 0.030 0.035
H -6.4616 4.0707 -0.6903 0.009 0.008 -0.028
H -6.2884 5.1553 -2.0780 0.006 -0.015 0.014
H -5.3946 5.4759 -0.5946 -0.022 -0.032 -0.020
H -3.5829 5.5245 -2.6409 -0.013 -0.060 0.026
H -1.5597 5.5189 -3.6825 -0.036 -0.013 -0.002
H -1.1854 4.0502 -4.5912 0.022 -0.019 0.006
H -0.3798 4.3640 -3.0500 -0.058 -0.020 -0.031
H -3.0798 -0.4040 -4.1802 0.006 0.054 -0.049
H -4.0889 -0.1923 -5.6141 0.012 -0.001 -0.013
H -3.8650 1.1427 -4.4803 0.016 0.000 0.017
H -3.1638 0.3546 -7.6026 0.033 0.008 0.005
O -1.5454 3.7946 0.6077 0.274 -0.334 0.137
S -0.4340 2.9092 1.0114 -0.236 0.658 -0.206
N -1.0652 1.3893 1.3170 -0.455 -0.300 -0.127
C -3.7325 -2.8659 3.5950 -0.003 0.039 -0.029
C -4.2350 -2.4118 2.3819 0.037 0.060 0.063
C -3.9329 -1.1261 1.9445 0.139 0.045 0.150
C -3.1090 -0.2702 2.6912 -0.015 -0.262 -0.055
C -2.6469 -0.7413 3.9265 -0.139 0.033 -0.084
C -2.9526 -2.0206 4.3755 -0.017 0.020 -0.053
Si -2.6740 1.4466 2.0437 0.145 -0.170 0.129
C -2.6922 2.6689 3.4536 0.222 0.170 0.024
C -3.6727 3.6619 3.5052 -0.017 -0.046 0.026
C -3.6672 4.6222 4.5085 0.037 -0.064 0.043
C -2.6753 4.6054 5.4814 -0.053 -0.038 -0.029
C -1.6840 3.6336 5.4421 -0.034 -0.052 -0.050
C -1.6923 2.6793 4.4325 -0.059 0.038 -0.014
H -3.9591 -3.8690 3.9375 -0.021 0.046 0.008
H -4.8752 -3.0522 1.7863 0.026 0.018 -0.001
H -4.3597 -0.7774 1.0113 0.002 -0.019 0.002
H -2.0500 -0.0925 4.5600 -0.031 -0.035 -0.035
H -2.5856 -2.3590 5.3378 -0.006 0.012 -0.021
H -3.7859 1.8045 1.1376 0.082 -0.007 -0.087
H -4.4443 3.6900 2.7410 0.068 0.027 0.037
H -4.4309 5.3897 4.5288 -0.003 -0.015 -0.002
H -2.6763 5.3477 6.2709 0.021 0.000 -0.049
H -0.9028 3.6249 6.1925 -0.009 -0.004 -0.017
H -0.8959 1.9399 4.3991 -0.012 0.062 -0.015


No. 3
9
Properties=species:S:1:pos:R:3:forces:R:3 method="wB97M-V/def2-TZVPD" smiles="[H]/N=N/NC1=CS1" e_tot_ha=-640.28055 e_homo_ev=-7.64 gap_ev=7.96 max_force_ev_per_a=2.1 e_above_lowest_kcal_mol=112.4 charge=0
H -2.6255 -1.5529 -0.2486 0.813 -0.134 0.814
N -1.8828 -0.8399 -0.1745 0.020 0.436 -0.252
N -0.8950 -1.1603 0.4836 1.249 0.263 -0.503
N 0.0252 -0.0350 0.3964 -0.312 -1.100 0.729
C 1.3863 0.1147 0.4223 1.740 0.496 -1.118
C 2.3796 0.9643 0.1431 -1.649 -0.752 -0.025
S 2.9508 -0.8123 -0.0236 -0.948 0.838 0.404
H -0.4965 0.6364 -0.0914 -0.446 1.596 -0.857
H 2.6703 1.9669 -0.2962 -0.468 -1.644 0.809


No. 4
18
Properties=species:S:1:pos:R:3:forces:R:3 method="wB97M-V/def2-TZVPD" smiles="C=C[C@](C)(CCl)O[N+](=O)[O-]" e_tot_ha=-935.77956 e_homo_ev=-10.09 gap_ev=9.56 max_force_ev_per_a=3.2 e_above_lowest_kcal_mol=143.1 charge=0
C -1.3444 -4.8872 0.9192 -0.271 -1.053 0.416
C -0.6727 -4.3235 -0.0722 0.138 -0.526 -0.123
C -0.2500 -2.9115 -0.4415 1.342 -0.748 -1.647
C -1.1850 -2.5577 -1.5928 -1.042 0.040 -0.873
C 1.2030 -2.9848 -1.0559 -0.806 -0.752 -0.243
Cl 2.2378 -4.2458 -0.3447 0.247 0.158 0.290
O -0.2337 -2.1123 0.6801 -0.520 2.206 1.854
N -0.1513 -0.4284 0.6216 -0.487 -1.122 -0.759
O -1.2595 0.0615 0.6523 3.054 -0.886 0.019
O 0.9868 -0.0273 0.6309 -2.749 -0.583 0.072
H -1.5258 -5.9763 0.8126 0.152 0.752 0.030
H -1.7336 -4.5208 1.8731 0.323 0.609 -0.576
H -0.3671 -5.0262 -0.8676 -0.178 0.508 0.309
H -1.0312 -3.3011 -2.4224 -0.081 0.731 0.801
H -2.2434 -2.6855 -1.2799 0.628 0.364 -0.115
H -1.0389 -1.5493 -2.0278 0.038 -0.401 0.355
H 1.1589 -3.2428 -2.1094 -0.124 0.042 -0.058
H 1.6971 -2.0448 -0.9668 0.335 0.659 0.249


No. 5
12
Properties=species:S:1:pos:R:3:forces:R:3 method="wB97M-V/def2-TZVPD" smiles="C=C=O.CC=O" e_tot_ha=-306.44059 e_homo_ev=-9.25 gap_ev=10.18 max_force_ev_per_a=1.0 e_above_lowest_kcal_mol=41.2 charge=0
C -1.4726 0.6249 1.1570 -0.034 0.125 -0.017
C -1.4964 1.6006 0.2717 -0.128 0.486 -0.478
O -1.5609 2.4410 -0.5319 0.007 -0.732 0.732
H -2.4177 0.2396 1.5156 0.086 0.062 -0.027
H -0.5302 0.2972 1.5772 -0.192 0.121 -0.093
C 1.2722 -1.3261 -0.3697 0.084 0.021 0.077
C 0.7855 0.0245 -0.8165 0.117 0.166 0.134
O 1.1514 1.0693 -0.3276 -0.018 -0.517 -0.272
H 1.7646 -1.2361 0.6007 -0.026 -0.056 -0.119
H 1.9989 -1.6930 -1.1046 -0.084 0.031 0.060
H 0.4568 -2.0568 -0.3255 0.080 0.200 -0.028
H 0.0483 0.0150 -1.6462 0.108 0.092 0.030